DFT (ωB97M-V/def2-TZVPD) results for C52H84BN12O8Pb as an isolated structure in a non-equilibrium geometry.

Calculated values
Kohn-Sham gap (spin up / spin down) = 6.311 / 9.464 eV
LUMO level (spin up / spin down) = -1.0634 / -1.3047 eV
Total energy = -95474.41770 eV

```
! wB97M-V def2-TZVPD RIJCOSX def2/J DEFGRID3
* xyz 0 2
Pb -12.33 16.73 7.20
O -12.63 15.14 5.07
C -12.80 15.06 3.84
O -12.98 16.11 3.04
B -13.18 15.68 1.65
O -13.19 14.19 1.74
C -12.93 13.78 3.00
O -12.93 12.67 3.51
O -12.14 16.13 0.72
C -12.69 16.70 -0.31
O -12.06 17.14 -1.28
C -14.18 16.79 -0.13
O -14.44 16.24 1.08
O -14.99 17.26 -0.91
C -9.08 15.91 -0.98
C -7.55 15.81 -1.01
C -6.80 15.97 0.30
C -7.25 14.87 1.18
N -7.59 14.02 1.89
H -9.49 15.45 -1.88
H -9.29 16.97 -0.93
H -9.50 15.38 -0.12
H -7.14 16.50 -1.75
H -7.24 14.86 -1.44
H -7.06 16.90 0.80
H -5.74 15.80 0.13
C -9.90 21.20 -1.54
C -9.57 19.67 -1.59
C -9.46 19.20 -3.08
C -10.78 19.31 -3.75
N -11.84 19.38 -4.22
H -9.85 21.58 -0.52
H -10.87 21.37 -2.02
H -9.13 21.71 -2.11
H -10.30 19.14 -0.98
H -8.60 19.64 -1.09
H -9.14 18.16 -3.15
H -8.69 19.67 -3.69
C -11.38 13.05 -0.86
C -10.78 12.51 0.41
C -9.66 11.50 0.17
C -8.69 11.82 -0.91
N -7.91 12.06 -1.72
H -11.88 12.22 -1.36
H -10.60 13.60 -1.40
H -12.14 13.75 -0.51
H -11.51 12.05 1.08
H -10.34 13.35 0.95
H -10.02 10.48 0.00
H -9.12 11.28 1.09
C -9.59 17.79 2.37
C -9.93 19.27 2.51
C -11.40 19.45 2.92
C -11.68 18.93 4.25
N -11.91 18.55 5.30
H -8.58 17.69 1.96
H -10.24 17.18 1.74
H -9.53 17.25 3.31
H -9.80 19.74 1.54
H -9.25 19.81 3.17
H -12.01 18.87 2.23
H -11.65 20.51 2.92
C -8.68 10.43 4.87
C -8.49 11.97 4.91
C -9.82 12.75 4.78
C -10.69 12.57 5.93
N -11.38 12.43 6.83
H -7.77 9.98 5.25
H -8.74 10.00 3.87
H -9.53 10.01 5.41
H -7.70 12.34 4.26
H -8.12 12.27 5.89
H -10.34 12.48 3.87
H -9.66 13.83 4.75
C -14.59 22.86 -2.55
C -13.98 21.53 -3.02
C -14.26 20.44 -1.97
C -13.61 20.57 -0.69
N -13.05 20.74 0.31
H -15.68 22.88 -2.49
H -14.30 23.71 -3.17
H -14.34 23.13 -1.52
H -12.91 21.63 -3.18
H -14.38 21.24 -3.99
H -13.90 19.45 -2.27
H -15.32 20.33 -1.76
C -15.33 14.61 -5.08
C -15.02 15.43 -3.79
C -14.95 16.92 -4.15
C -16.22 17.52 -4.48
N -17.23 18.01 -4.79
H -14.48 14.56 -5.76
H -16.21 14.97 -5.62
H -15.67 13.58 -4.95
H -14.09 15.03 -3.40
H -15.78 15.16 -3.06
H -14.25 17.11 -4.96
H -14.59 17.47 -3.28
C -18.71 17.09 -1.78
C -18.49 16.81 -0.26
C -18.76 18.01 0.69
C -18.06 19.25 0.40
N -17.52 20.27 0.20
H -18.11 17.92 -2.14
H -19.72 17.42 -2.03
H -18.42 16.24 -2.39
H -17.44 16.55 -0.11
H -19.09 15.97 0.10
H -18.63 17.65 1.71
H -19.79 18.30 0.49
C -11.49 15.95 -4.32
C -11.43 15.69 -5.88
C -11.07 16.95 -6.74
C -9.78 17.60 -6.45
N -8.79 18.11 -6.19
H -10.56 16.45 -4.05
H -11.57 15.03 -3.73
H -12.23 16.67 -3.96
H -12.38 15.34 -6.28
H -10.72 14.89 -6.11
H -11.76 17.79 -6.77
H -10.95 16.64 -7.78
C -14.28 11.46 5.86
C -15.21 11.33 7.11
C -14.54 11.98 8.37
C -14.11 13.38 8.13
N -13.85 14.52 8.00
H -14.80 11.12 4.96
H -13.34 10.94 6.04
H -13.96 12.50 5.72
H -15.45 10.30 7.38
H -16.13 11.84 6.83
H -13.59 11.49 8.57
H -15.19 11.84 9.24
C -17.60 15.43 3.40
C -16.65 14.22 3.52
C -17.36 13.02 4.21
C -17.96 13.23 5.50
N -18.40 13.41 6.56
H -17.78 15.77 4.42
H -18.59 15.16 3.04
H -17.24 16.25 2.78
H -15.70 14.44 4.02
H -16.30 13.85 2.56
H -16.71 12.15 4.25
H -18.23 12.69 3.64
C -14.96 12.44 -1.97
C -15.57 12.59 -0.57
C -16.55 13.73 -0.56
C -17.79 13.41 -1.28
N -18.75 13.20 -1.91
H -14.45 13.38 -2.20
H -15.75 12.22 -2.70
H -14.28 11.59 -1.90
H -14.71 12.70 0.09
H -16.16 11.72 -0.30
H -16.11 14.57 -1.09
H -16.88 13.95 0.46
*
```

=====

DFT (ωB97M-V/def2-TZVPD) results for a 3-piece molecular cluster, C3H5N3O4 overall in a non-equilibrium geometry.

Calculated values
Energy relative to the best compared isomer or geometry (same formula, charge and spin) = 417.2 kJ/mol
Kohn-Sham gap = 9.391 eV
LUMO level = 0.4261 eV
Total energy = -15848.21147 eV
SMILES = N#[N+][O-].O=C(O)O.C#CN

```
! wB97M-V def2-TZVPD RIJCOSX def2/J DEFGRID3
* xyz 0 1
N 1.48 -1.58 1.06
N 2.30 -1.63 0.34
O 3.16 -1.64 -0.42
O -2.93 -0.40 -1.15
C -2.25 -0.69 -0.21
O -2.66 -1.00 1.03
O -0.88 -0.76 -0.28
H -3.69 -0.89 1.17
H -0.43 -0.84 0.54
C 1.56 1.14 0.91
C 1.14 1.59 -0.14
N 0.74 1.88 -1.37
H 2.03 1.22 1.93
H 0.62 1.17 -1.95
H -0.19 2.42 -1.45
*
```